*one*
Here is C4H9PS as an isolated structure from OMol25. Energies are from wB97M-V/def2-TZVPD.

Last column: Löwdin charge in e.
Geometry (Å):
C 1.688 -0.253 -0.166  -0.72
C 2.305 -1.474 0.394  -0.23
C -2.409 0.979 -0.245  -0.23
C -1.356 0.094 0.317  -0.67
P 2.136 1.356 -0.030  0.81
S -0.400 -0.787 -0.939  0.69
H 2.412 -2.127 -0.391  0.04
H 3.394 -1.440 0.555  0.09
H 1.808 -2.017 1.117  0.05
H -3.084 1.566 0.378  0.06
H -2.030 1.819 -1.040  0.12
H -3.170 0.468 -0.877  0.06
H -1.823 -0.666 0.932  0.05
H -0.767 0.661 1.006  0.05
H 1.296 1.821 -1.010  -0.17

Calculated values
Kohn-Sham gap = 8.42 eV

---

*two*
Here is the molecule C4H9PS from OMol25. Energies are from wB97M-V/def2-TZVPD.

Last column: Löwdin charge in e.
Geometry (Å):
C 1.146 -0.519 -0.040  -0.24
C 0.577 0.750 0.607  -0.28
C 2.058 -0.653 -0.973  0.02
C -0.802 0.982 0.086  -0.46
P -1.867 -0.461 0.162  0.31
S -1.532 -1.575 1.716  0.17
H -1.604 -0.933 -1.123  -0.02
H 0.749 -1.414 0.418  0.04
H 0.554 0.363 1.641  0.09
H 1.349 1.539 0.612  0.12
H 2.282 -1.557 -1.409  0.03
H 2.582 0.145 -1.355  0.03
H -1.419 1.725 0.676  0.09
H -0.939 1.391 -0.944  0.10
H -3.132 0.216 -0.074  0.00

Calculated values
structure (SMILES) = C=CCC[PH2]=S
Kohn-Sham gap = 9.65 eV

---

How do the energies compare? Relative to the most stable structure, in kcal/mol: *one* 51.4; *two* 0.0.

---

*one*
Here is an isolated ion of composition C3H6N3 and charge +1 from OMol25. Energies are from wB97M-V/def2-TZVPD.

Last column: Löwdin charge in e.
Geometry (Å):
C -0.003 0.794 -0.426  -0.37
C -0.231 2.260 -0.263  0.03
C 0.079 -1.289 0.968  -0.02
N -0.511 1.325 -1.432  0.20
N 0.577 -0.309 0.035  0.02
N 0.278 -1.638 -0.448  0.17
H -1.019 2.523 0.274  0.05
H 0.563 2.894 -0.264  0.07
H 0.836 -1.576 1.854  0.19
H -1.004 -1.021 1.347  0.18
H 1.109 -2.226 -0.625  0.20
H -0.672 -1.737 -1.021  0.26

Calculated values
structure (SMILES) = C1N=C1N1C[NH2+]1
charge = +1
Kohn-Sham gap = 10.33 eV

---

*two*
Here is a 2-piece molecular cluster, C3H6N3 overall from OMol25. Energies are from wB97M-V/def2-TZVPD.

Last column: Löwdin charge in e.
Geometry (Å):
C 1.071 -1.312 -0.273  0.01
C 0.173 -1.477 0.811  0.05
C 0.848 -0.067 -0.809  0.02
N -0.652 -0.446 0.689  0.12
N -0.272 0.415 -0.240  -0.18
N -1.092 1.484 -0.452  0.17
H 1.797 -1.937 -0.753  0.12
H 0.072 -2.155 1.630  0.15
H 1.406 0.397 -1.666  0.17
H -1.243 -0.089 1.353  0.15
H -0.996 2.124 -1.135  0.00
H -1.111 3.062 0.845  0.22

Calculated values
charge = +1
Kohn-Sham gap (spin up / spin down) = 8.13 / 9.69 eV

---

*three*
Here is an isolated ion of composition C3H6N3 and charge +1 from OMol25. Energies are from wB97M-V/def2-TZVPD.

Last column: Löwdin charge in e.
Geometry (Å):
C -0.803 -0.911 0.131  -0.10
C 1.236 -0.023 0.326  0.17
C -0.384 1.149 -0.955  0.01
N -0.577 -1.435 1.234  -0.06
N -0.029 -1.645 2.193  0.31
N 0.125 0.114 -0.209  -0.15
H -1.586 -1.304 -0.506  0.16
H 2.034 0.752 0.270  0.16
H 1.407 -0.853 1.050  0.12
H -0.429 0.660 -1.922  0.14
H 0.328 1.954 -0.993  0.12
H -1.322 1.542 -0.619  0.13

Calculated values
charge = +1
Kohn-Sham gap = 8.75 eV

---

*four*
Here is C3H6N3 as an isolated structure from OMol25. Energies are from wB97M-V/def2-TZVPD.

Last column: Löwdin charge in e.
Geometry (Å):
C -2.120 -0.878 0.985  0.11
C 1.443 0.088 0.011  -0.03
C -0.888 -0.223 1.081  -0.21
N -1.903 -0.194 2.054  0.31
N 0.343 -0.036 0.895  -0.03
N 1.386 0.763 1.281  0.14
H -2.815 -1.499 0.465  0.14
H 2.052 -0.800 -0.139  0.14
H 1.326 0.731 -0.859  0.13
H -1.058 0.425 -0.986  0.03
H 1.957 0.445 2.063  0.15
H -1.332 0.546 -1.716  0.11

Calculated values
charge = +1
Kohn-Sham gap = 10.58 eV

---

How do the energies compare? Relative to the most stable structure, in kcal/mol: *one* 45.7; *two* 52.1; *three* 0.0; *four* 61.3.

---

*one*
Here is a 2-piece molecular cluster, C4H14N2O overall from OMol25. Energies are from wB97M-V/def2-TZVPD.

Last column: Löwdin charge in e.
Geometry (Å):
C -0.128 1.907 0.268  -0.11
C 0.196 0.682 1.143  -0.16
C -0.136 -0.728 0.686  -0.02
C -0.209 -1.814 1.513  -0.09
N -0.619 -3.149 1.061  0.19
N 0.904 2.133 -0.861  0.16
H -1.040 1.752 -0.305  0.13
H -0.171 2.691 0.963  0.12
H 1.217 0.769 1.541  0.14
H -0.333 0.879 2.090  0.14
H -0.430 -0.829 -0.375  0.12
H 0.149 -1.772 2.512  0.13
H -0.298 -3.444 0.119  0.19
H -0.081 -3.642 1.928  0.26
H -1.639 -3.206 1.075  0.18
H 1.868 1.946 -0.604  0.16
H 0.588 1.452 -1.674  0.12
H 0.732 3.126 -1.259  0.21
H 0.373 0.082 -3.718  0.09
H -0.934 0.683 -3.176  0.10
O -0.010 0.481 -2.927  -0.04

Calculated values
charge = +2
Kohn-Sham gap = 11.35 eV

---

*two*
Here is an isolated ion of composition C4H14N2O and charge +2 from OMol25. Energies are from wB97M-V/def2-TZVPD.

Last column: Löwdin charge in e.
Geometry (Å):
C -1.322 1.080 -0.902  -0.21
O -1.141 2.307 -1.577  -0.02
C 0.021 0.859 -0.232  -0.24
C 0.085 -0.412 0.637  -0.11
C 0.403 -1.654 -0.218  -0.08
N 1.169 -2.741 0.542  0.23
N 0.232 2.082 0.711  0.25
H -2.205 1.044 -0.268  0.15
H -1.446 0.256 -1.622  0.15
H -1.963 2.620 -1.980  0.13
H 0.802 1.004 -0.973  0.16
H -0.895 -0.464 1.078  0.13
H 0.873 -0.327 1.392  0.13
H 0.990 -1.413 -1.063  0.13
H -0.529 -2.132 -0.489  0.14
H 2.080 -2.824 0.134  0.17
H 0.713 -3.649 0.424  0.19
H 1.277 -2.601 1.552  0.18
H 1.210 2.341 0.611  0.18
H -0.456 2.822 0.566  0.17
H 0.103 1.803 1.676  0.16

Calculated values
structure (SMILES) = [NH3+]CC[C@H]([NH3+])CO
charge = +2
Kohn-Sham gap = 11.36 eV

---

How do the energies compare? Relative to the most stable structure, in kcal/mol: *one* 11.4; *two* 0.0.

---

*one*
Here is a 3-piece molecular cluster, C4H14N2O overall from OMol25. Energies are from wB97M-V/def2-TZVPD.

Last column: Löwdin charge in e.
Geometry (Å):
C 0.967 0.621 0.594  0.12
C 0.119 -0.385 1.172  -0.15
C -1.271 -0.260 0.458  -0.30
C -2.393 -0.149 1.177  0.15
N -1.268 -0.656 -0.954  0.17
N 2.926 0.058 0.926  0.18
H 1.363 0.671 -0.396  0.08
H 0.953 1.609 1.006  0.13
H 0.533 -1.415 1.004  0.16
H -0.147 -0.335 2.213  0.13
H -3.373 -0.039 0.692  0.11
H -2.320 -0.418 2.237  0.11
H -0.772 -1.546 -1.000  0.17
H -0.581 0.177 -1.477  0.09
H -2.193 -0.606 -1.394  0.18
H 3.010 -0.136 1.924  0.12
H 3.320 -0.731 0.415  0.12
H 3.579 0.766 0.570  0.13
H 0.306 1.585 -2.716  0.14
H -0.140 0.385 -3.452  0.14
O 0.066 0.653 -2.535  0.03

Calculated values
charge = +2
Kohn-Sham gap = 9.25 eV

---

*two*
Here is a 2-piece molecular cluster, C4H14N2O overall from OMol25. Energies are from wB97M-V/def2-TZVPD.

Last column: Löwdin charge in e.
Geometry (Å):
C 0.141 1.794 0.166  -0.15
C -0.208 0.516 1.117  -0.11
C 0.310 -0.791 0.626  -0.40
C 1.365 -1.394 1.098  0.15
N -0.256 -1.285 -0.575  0.15
N -0.433 3.037 0.739  0.15
H 1.218 1.842 -0.125  0.15
H -0.061 1.607 -0.902  0.13
H -0.017 0.764 2.189  0.14
H -1.340 0.392 1.098  0.14
H 1.816 -2.276 0.798  0.08
H 1.749 -1.153 2.100  0.12
H 0.461 -1.634 -1.317  0.18
H -0.799 -0.398 -1.068  0.23
H -0.931 -2.119 -0.247  0.25
H 0.088 3.845 0.224  0.22
H -1.442 3.267 0.636  0.19
H -0.207 3.205 1.861  0.27
H -0.081 -3.088 -3.432  0.10
H -1.027 -3.391 -2.421  0.07
O -0.347 -2.741 -2.566  -0.04

Calculated values
charge = +2
Kohn-Sham gap = 11.16 eV

---

*three*
Here is an isolated ion of composition C4H14N2O and charge +2 from OMol25. Energies are from wB97M-V/def2-TZVPD.

Last column: Löwdin charge in e.
Geometry (Å):
C -1.487 -0.445 -0.446  -0.21
O -2.205 -0.234 -1.620  -0.04
C -0.228 0.407 -0.623  -0.26
C 0.665 0.738 0.594  -0.10
C 0.812 -0.542 1.485  -0.11
N 1.944 -1.437 1.004  0.21
N -0.664 1.711 -1.288  0.22
H -2.073 -0.074 0.413  0.15
H -1.227 -1.487 -0.229  0.14
H -2.932 -0.778 -1.942  0.15
H 0.419 -0.102 -1.348  0.16
H 0.199 1.563 1.170  0.15
H 1.667 1.093 0.370  0.13
H -0.148 -1.106 1.630  0.14
H 0.989 -0.346 2.547  0.15
H 1.795 -1.999 0.141  0.19
H 2.130 -2.145 1.725  0.19
H 2.783 -0.872 0.859  0.18
H -1.220 2.350 -0.708  0.18
H 0.099 2.293 -1.659  0.19
H -1.318 1.408 -2.075  0.19

Calculated values
structure (SMILES) = [NH3+]CC[C@H]([NH3+])CO
charge = +2
Kohn-Sham gap = 11.65 eV

---

How do the energies compare? Relative to the most stable structure, in kcal/mol: *one* 56.6; *two* 45.7; *three* 0.0.

---

*one*
Here is a 2-piece molecular cluster, C3H10NO3 overall from OMol25. Energies are from wB97M-V/def2-TZVPD.

Last column: Löwdin charge in e.
Geometry (Å):
O 1.242 1.136 -1.238  0.16
C 0.237 0.512 -1.074  -0.49
O -0.359 -0.243 -1.983  0.15
C -0.535 0.612 0.247  -0.22
C -0.295 -0.475 1.259  -0.02
N -0.056 1.918 0.830  0.23
H -0.033 -0.076 -2.889  0.17
H -1.581 0.710 0.001  0.16
H -0.482 -1.478 0.864  0.09
H 0.723 -0.538 1.630  0.11
H -0.939 -0.371 2.128  0.10
H 0.956 1.953 0.699  0.17
H -0.330 1.982 1.810  0.18
H -0.442 2.732 0.355  0.18
H 0.238 -3.415 -0.650  0.06
H 0.698 -2.187 -1.354  0.01
O 0.957 -2.770 -0.634  -0.04

Calculated values
charge = +1
Kohn-Sham gap = 11.14 eV

---

*two*
Here is a 2-piece molecular cluster, C3H10NO3 overall from OMol25. Energies are from wB97M-V/def2-TZVPD.

Last column: Löwdin charge in e.
Geometry (Å):
O 0.239 -2.535 -0.611  0.16
C 0.575 -1.257 -0.549  -0.52
C 0.007 -0.643 0.703  -0.02
N 0.109 0.842 0.603  0.01
C 0.488 1.502 1.884  0.02
O 1.225 -0.637 -1.337  0.15
H 0.533 -2.931 -1.448  0.16
H 0.538 -1.004 1.591  0.16
H -1.015 -0.950 0.871  0.15
H 0.743 1.065 -0.172  0.17
H -0.833 1.186 0.335  0.11
H 0.171 2.543 1.856  0.11
H 1.563 1.525 1.974  0.11
H 0.083 0.941 2.710  0.10
H -2.425 2.840 -0.692  0.08
H -2.503 1.435 -1.380  0.08
O -2.127 1.927 -0.632  -0.03

Calculated values
charge = +1
Kohn-Sham gap = 12.35 eV

---

How do the energies compare? Relative to the most stable structure, in kcal/mol: *one* 9.9; *two* 0.0.

---

*one*
Here is a 2-piece molecular cluster, C3H10NO3 overall from OMol25. Energies are from wB97M-V/def2-TZVPD.

Last column: Löwdin charge in e.
Geometry (Å):
O 1.387 -1.024 1.461  0.14
C 1.035 -1.649 0.563  -0.25
C -0.175 -1.142 -0.111  -0.22
C 0.336 -0.356 -1.418  -0.21
O 0.917 0.839 -1.081  -0.06
N -1.033 -0.271 0.775  0.21
H 1.524 -2.632 0.304  0.17
H -0.962 -1.770 -0.535  0.15
H -0.789 -0.141 -1.950  0.19
H 0.921 -0.904 -2.154  0.13
H 1.922 0.799 -1.212  0.17
H -0.737 -0.429 1.833  0.23
H -0.792 0.705 0.877  0.08
H -2.050 -0.463 0.600  0.20
H -0.250 3.133 1.319  0.07
H -0.440 2.745 -0.069  0.06
O -0.815 2.560 0.799  -0.03

Calculated values
charge = +1
Kohn-Sham gap = 11.02 eV

---

*two*
Here is a 2-piece molecular cluster, C3H10NO3 overall from OMol25. Energies are from wB97M-V/def2-TZVPD.

Last column: Löwdin charge in e.
Geometry (Å):
O -0.396 -2.465 -0.788  0.15
C -0.040 -1.290 -1.297  -0.53
C 0.992 -0.597 -0.417  -0.01
N 0.281 0.304 0.552  0.02
C 1.143 0.752 1.690  0.03
O -0.478 -0.768 -2.272  0.16
H -0.978 -2.987 -1.369  0.16
H 1.597 0.042 -1.051  0.15
H 1.646 -1.272 0.114  0.14
H -0.014 1.132 0.021  0.15
H -0.576 -0.125 0.885  0.17
H 1.878 0.002 1.946  0.10
H 0.519 0.934 2.553  0.11
H 1.601 1.694 1.432  0.11
H -3.056 1.237 -0.364  0.07
H -2.005 1.964 -1.224  0.07
O -2.115 1.443 -0.412  -0.04

Calculated values
charge = +1
Kohn-Sham gap = 11.79 eV

---

How do the energies compare? Relative to the most stable structure, in kcal/mol: *one* 48.0; *two* 0.0.

---

*one*
Here is the molecule C3H3N5 from OMol25. Energies are from wB97M-V/def2-TZVPD.

Last column: Löwdin charge in e.
Geometry (Å):
C -2.311 0.184 0.107  -0.13
C -0.899 0.230 0.078  -0.34
C 1.657 0.388 -0.141  -0.09
H 2.685 0.307 -0.114  0.09
H 1.240 -0.971 1.201  0.14
H -0.306 -1.386 -1.115  0.14
N -3.497 0.233 -0.053  0.16
N -0.354 1.369 0.151  0.05
N 0.917 1.513 -0.149  0.03
N 1.066 -0.844 0.206  -0.07
N -0.199 -1.023 -0.170  0.01

Calculated values
structure (SMILES) = N#CC1=NN=CNN1
Kohn-Sham gap = 9.01 eV

---

*two*
Here is the molecule C3H3N5 from OMol25. Energies are from wB97M-V/def2-TZVPD.

Last column: Löwdin charge in e.
Geometry (Å):
C 1.110 -0.113 0.169  -0.49
C -0.455 1.376 -0.350  -0.06
C -1.660 0.629 0.327  -0.16
H 2.900 0.527 0.916  0.11
H -0.725 2.368 -0.620  0.08
H -2.508 1.391 0.775  0.15
N 2.374 -0.360 0.507  0.13
N 0.878 1.123 -0.364  0.10
N -1.760 -0.629 0.628  0.07
N -0.876 -1.302 -0.454  0.02
N 0.293 -1.067 -0.596  0.07

Calculated values
structure (SMILES) = [H]/N=c1\nccnnn1
Kohn-Sham gap = 7.97 eV

---

*three*
Here is the molecule C3H3N5 from OMol25. Energies are from wB97M-V/def2-TZVPD.

Last column: Löwdin charge in e.
Geometry (Å):
C -0.971 -0.181 -0.241  -0.44
C -0.516 1.092 -0.490  -0.22
C 1.409 -0.718 0.451  -0.23
H -2.059 0.123 1.271  0.04
H -1.193 1.853 -1.140  0.17
H 2.158 -1.180 1.200  0.14
N -1.783 -0.646 0.698  0.19
N 0.643 1.475 -0.361  0.07
N 1.535 0.602 0.385  0.07
N 0.953 -1.434 -0.628  0.09
N -0.176 -0.986 -1.146  0.12

Calculated values
structure (SMILES) = [H]/N=c1\cnncnn1
Kohn-Sham gap = 9.14 eV

---

*four*
Here is the molecule C3H3N5 from OMol25. Energies are from wB97M-V/def2-TZVPD.

Last column: Löwdin charge in e.
Geometry (Å):
C -1.234 -0.055 -0.040  -0.41
C -0.560 1.150 -0.506  -0.09
C 0.757 1.450 -0.217  -0.10
H -2.148 -0.882 1.160  0.10
H -0.967 2.018 -1.250  0.16
H 0.959 2.637 -0.242  0.14
N -2.318 0.095 0.680  0.14
N 1.676 0.524 0.516  -0.01
N 1.554 -0.664 0.554  -0.01
N 0.757 -1.375 -0.467  0.00
N -0.473 -1.301 -0.581  0.08

Calculated values
structure (SMILES) = [H]/N=c1/ccnnnn1
Kohn-Sham gap = 8.28 eV

---

How do the energies compare? Relative to the most stable structure, in kcal/mol: *one* 0.0; *two* 46.5; *three* 39.6; *four* 67.9.

---

*one*
Here is the molecule C3H3N5 from OMol25. Energies are from wB97M-V/def2-TZVPD.

Last column: Löwdin charge in e.
Geometry (Å):
C -1.205 0.006 -0.064  -0.40
C -0.308 -1.049 0.681  0.04
C 1.413 0.683 -0.462  -0.19
H -2.306 -1.098 -0.951  0.05
H -0.784 -1.712 1.352  0.09
H 2.391 1.167 -0.949  0.15
N -2.269 -0.143 -0.699  0.18
N 0.991 -1.322 0.282  -0.01
N 1.571 -0.657 -0.520  -0.03
N 0.585 1.420 0.312  0.00
N -0.693 1.246 0.569  0.13

Calculated values
structure (SMILES) = [H]/N=c1\cnncnn1
Kohn-Sham gap = 8.05 eV

---

*two*
Here is the molecule C3H3N5 from OMol25. Energies are from wB97M-V/def2-TZVPD.

Last column: Löwdin charge in e.
Geometry (Å):
C 0.599 0.555 -0.689  -0.47
C 0.752 -0.539 0.225  -0.05
C -0.374 -1.014 0.785  -0.22
H 1.395 1.601 0.689  0.14
H 1.769 -0.902 0.618  0.15
H -0.242 -1.950 1.398  0.13
N 1.269 1.642 -0.455  0.13
N -1.495 -0.391 0.811  0.03
N -1.920 0.364 -0.119  0.04
N -1.454 0.219 -1.433  0.00
N -0.297 0.416 -1.829  0.11

Calculated values
structure (SMILES) = [H]/N=c1\ccnnnn1
Kohn-Sham gap = 8.44 eV

---

How do the energies compare? Relative to the most stable structure, in kcal/mol: *one* 0.0; *two* 5.9.